No. 1
C4H9N2O | the ωB97M-V functional and the def2-TZVPD basis

Each line ends with the Löwdin charge.
Geometry (Å):
O1 3.785 1.060 -0.626  -0.05
N1 -0.037 1.153 0.842  0.12
N2 -0.135 -0.380 -0.614  0.14
C1 -2.390 -1.511 -0.020  0.01
C2 0.671 0.592 -0.130  -0.01
C3 -1.279 -0.506 0.101  -0.25
C4 -1.207 0.440 1.081  0.02
H1 4.715 1.078 -0.521  0.03
H2 -1.840 0.610 1.933  0.14
H3 0.141 -1.076 -1.287  0.19
H4 -2.651 -1.715 -1.055  0.09
H5 0.304 1.805 1.542  0.19
H6 1.539 0.734 -0.752  0.13
H7 -3.151 -1.162 0.669  0.09
H8 3.639 1.372 -1.536  0.06
H9 -2.104 -2.494 0.372  0.10

Its charge is +1. Its spin multiplicity is 1. As for the frontier orbital gap: 10.87 eV.

No. 2
C32H56BBeBrCsN3O7Si | the ωB97M-V functional and the def2-TZVPD basis

Each line ends with the Löwdin charge.
Geometry (Å):
Cs1 4.973 -1.302 -10.946  1.48
Br1 -4.878 -1.022 6.176  0.66
Si1 2.771 -2.504 -6.724  0.48
O1 3.404 -0.889 -6.441  -0.30
O2 5.190 0.454 -10.165  -0.87
O3 -3.372 -0.403 -5.118  0.06
O4 9.534 4.771 -9.214  0.02
O5 -1.352 -0.408 -5.975  0.05
O6 -4.759 0.126 0.613  -0.09
O7 8.895 1.438 -10.254  -0.02
N1 -2.150 -0.206 -5.048  -0.33
N2 -0.412 0.297 5.697  0.14
N3 -5.404 -0.896 1.336  -0.02
C1 -0.578 1.208 -1.358  -0.07
C2 1.515 -3.124 -5.391  -0.20
C3 -2.469 0.504 -2.692  0.01
C4 0.947 3.629 9.986  -0.09
C5 -1.609 0.297 -3.779  -0.14
C6 4.288 -3.747 -6.700  -0.20
C7 8.800 2.491 -9.431  -0.27
C8 1.350 2.316 11.974  -0.26
C9 3.200 3.341 10.807  -0.09
C10 -0.188 -1.453 8.729  -0.27
C11 -4.371 -1.536 2.219  -0.47
C12 -7.618 -1.389 2.375  -0.04
C13 -4.850 -2.933 2.699  -0.04
C14 -6.222 0.529 3.288  -0.09
C15 -0.228 0.163 6.835  -0.22
C16 -4.021 -0.667 3.455  -0.17
C17 4.344 1.084 -7.750  -0.15
C18 1.840 -2.683 -8.443  -0.20
C19 -1.623 -1.946 8.583  -0.12
C20 -5.259 -0.202 4.215  -0.54
C21 -0.001 -0.005 8.276  -0.20
C22 -6.594 -0.281 2.012  -0.47
C23 4.440 -0.528 -7.462  -0.27
C24 -0.237 0.553 -3.662  -0.01
C25 0.464 2.854 11.040  -0.18
C26 9.600 3.729 -10.054  -0.27
C27 2.718 2.563 11.859  -0.13
C28 -3.048 -1.868 1.449  -0.04
C29 -7.414 0.664 1.070  -0.05
C30 2.316 3.871 9.868  -0.08
C31 0.275 1.011 -2.446  -0.07
C32 -1.946 0.959 -1.480  -0.06
B1 4.795 1.551 -9.260  -0.63
Be1 0.611 4.126 13.846  0.25
H1 -8.340 1.001 1.556  0.08
H2 6.100 0.621 -10.558  0.04
H3 -2.505 -0.972 1.129  0.07
H4 2.091 -3.712 -4.554  0.05
H5 -1.709 -2.968 8.967  0.07
H6 1.339 1.210 -2.344  0.11
H7 -5.758 1.480 2.998  0.14
H8 -7.761 -2.080 1.535  0.10
H9 -7.127 0.790 3.850  0.13
H10 -5.758 -1.051 4.694  -0.08
H11 5.706 2.304 -9.181  0.04
H12 9.195 2.364 -8.407  0.14
H13 4.198 -1.192 -8.400  0.00
H14 0.442 0.402 -4.499  0.12
H15 -7.349 -1.965 3.258  0.06
H16 5.532 -0.848 -7.108  0.14
H17 -0.672 0.653 8.840  0.11
H18 4.482 -4.009 -7.830  0.04
H19 0.783 -2.298 -4.990  0.03
H20 -3.448 0.217 3.144  0.14
H21 -2.314 -1.312 9.146  0.08
H22 2.692 4.473 9.046  0.10
H23 -2.605 1.117 -0.629  0.09
H24 0.820 -3.933 -5.929  0.06
H25 5.192 -3.161 -6.242  0.04
H26 4.056 -4.674 -6.025  0.05
H27 0.257 4.045 9.257  0.11
H28 0.974 1.707 12.791  0.07
H29 -7.698 0.150 0.146  0.09
H30 0.921 -1.959 -8.479  0.06
H31 -4.955 0.468 5.029  -0.01
H32 -3.538 0.315 -2.771  0.12
H33 9.179 3.872 -11.066  0.14
H34 -6.866 1.575 0.805  0.08
H35 4.267 3.534 10.719  0.10
H36 -5.651 -2.902 3.433  0.05
H37 4.979 1.627 -6.902  0.11
H38 1.023 0.308 8.513  0.12
H39 2.593 -2.388 -9.310  -0.01
H40 10.607 3.344 -10.297  0.13
H41 -4.034 -3.474 3.197  0.09
H42 -0.603 2.668 11.133  0.10
H43 3.913 2.148 -9.769  0.04
H44 -8.602 -0.960 2.605  0.09
H45 -3.256 -2.479 0.561  0.09
H46 3.408 2.148 12.589  0.11
H47 -2.356 -2.435 2.081  0.09
H48 -1.938 -1.957 7.535  0.05
H49 3.222 1.462 -7.605  0.11
H50 7.785 2.872 -9.220  0.11
H51 -5.180 -3.552 1.856  0.10
H52 0.100 -1.530 9.784  0.11
H53 1.564 -3.817 -8.596  0.06
H54 0.480 -2.116 8.166  0.11
H55 -0.174 1.558 -0.410  0.11
H56 -3.368 -1.226 4.140  0.08

Its charge is 0. Its spin multiplicity is 1. As for the frontier orbital gap: 2.90 eV.

No. 3
C4H6NO4P | the ωB97M-V functional and the def2-TZVPD basis

Each line ends with the Löwdin charge.
Geometry (Å):
P1 2.311 1.971 0.834  0.69
O1 -1.770 -2.321 -0.896  0.16
O2 0.789 -2.448 -0.537  0.12
O3 1.972 2.465 -0.515  -0.56
O4 1.831 0.078 0.508  -0.12
N1 0.098 -1.302 -0.175  0.01
C1 -1.283 -1.312 -0.516  -0.39
C2 -1.804 0.050 -0.130  -0.05
C3 -0.604 0.783 0.426  -0.12
C4 0.608 -0.094 0.226  -0.29
H1 -0.526 1.763 0.048  0.10
H2 -0.744 1.019 1.425  0.11
H3 3.647 1.534 0.827  -0.10
H4 -2.164 0.576 -1.146  0.19
H5 0.161 -2.838 -1.117  0.08
H6 -2.521 0.075 0.738  0.15

Its charge is 0. Its spin multiplicity is 1. As for the frontier orbital gap: 7.85 eV.

No. 4
C45H44IN4OSb2Ti | the ωB97M-V functional and the def2-TZVPD basis

Each line ends with the Löwdin charge.
Geometry (Å):
I1 2.554 4.110 2.063  0.97
Sb1 0.658 -2.247 -2.114  1.54
Sb2 1.247 -1.542 1.436  1.51
Ti1 -0.352 -0.109 -0.599  0.61
O1 -1.664 -1.492 0.044  -0.22
N1 1.053 0.960 -1.530  -0.08
N2 -2.616 -3.519 0.251  0.24
N3 -0.604 1.647 0.496  -0.05
N4 -3.786 -1.632 0.842  0.07
C1 2.466 -0.769 -4.077  -0.16
C2 0.539 -2.933 2.887  -0.38
C3 -1.489 2.314 -3.840  -0.01
C4 3.851 -0.071 2.278  -0.15
C5 -1.719 -3.784 -3.357  -0.14
C6 1.427 -3.824 3.481  -0.12
C7 3.135 0.316 4.932  -0.06
C8 2.421 -1.903 -3.268  -0.35
C9 1.142 -4.169 -1.240  -0.32
C10 2.630 -0.553 2.742  -0.39
C11 2.078 -4.197 -0.012  -0.33
C12 1.432 2.684 -3.133  0.02
C13 -1.498 0.529 -2.164  -0.22
C14 -0.786 -2.892 3.312  -0.14
C15 4.645 -2.478 -3.988  -0.06
C16 -3.471 1.000 -3.499  -0.05
C17 -2.824 0.268 -2.514  -0.10
C18 -1.431 3.892 0.352  -0.01
C19 4.356 0.786 4.467  -0.07
C20 0.578 1.774 -2.509  -0.21
C21 2.670 -2.863 0.459  -0.37
C22 -1.224 -3.743 4.318  -0.07
C23 -0.705 -2.872 -3.632  -0.36
C24 -2.805 2.031 -4.154  -0.05
C25 3.589 -0.499 -4.844  -0.07
C26 2.361 1.014 -1.208  -0.13
C27 2.761 2.750 -2.771  -0.01
C28 -0.650 -2.265 -4.882  -0.11
C29 3.244 1.884 -1.791  -0.02
C30 -3.946 -0.212 1.124  -0.02
C31 -2.668 -4.088 -4.322  -0.07
C32 -0.250 4.395 0.877  -0.08
C33 -1.561 2.533 0.155  -0.10
C34 0.986 -4.678 4.480  -0.06
C35 -0.339 -4.640 4.898  -0.06
C36 3.519 -2.756 -3.225  -0.11
C37 0.732 3.488 1.256  -0.68
C38 4.682 -1.352 -4.797  -0.06
C39 0.501 2.138 1.092  -0.21
C40 -1.603 -2.569 -5.845  -0.06
C41 -0.832 1.566 -2.859  -0.21
C42 -2.615 -3.475 -5.565  -0.07
C43 2.273 -0.351 4.073  -0.12
C44 -2.669 -2.185 0.367  -0.55
C45 4.715 0.590 3.142  -0.08
H1 4.283 1.888 -1.496  0.13
H2 3.609 0.377 -5.482  0.11
H3 -3.364 -0.536 -2.022  0.09
H4 -1.546 -2.101 -6.819  0.11
H5 1.328 -0.726 4.447  0.10
H6 -1.475 -2.178 2.873  0.08
H7 5.031 1.298 5.140  0.11
H8 -4.268 -0.075 2.155  0.10
H9 -0.983 3.116 -4.361  0.11
H10 -4.563 -2.232 1.065  0.16
H11 3.506 -3.646 -2.606  0.09
H12 -3.445 -4.811 -4.107  0.11
H13 -4.497 0.775 -3.761  0.11
H14 3.454 -3.041 1.195  0.06
H15 2.469 -3.848 3.184  0.11
H16 3.128 -2.332 -0.381  0.03
H17 1.563 -4.725 -2.077  0.06
H18 0.145 -1.571 -5.121  0.08
H19 -3.353 -3.711 -6.319  0.11
H20 -3.312 2.605 -4.919  0.11
H21 -1.760 -4.294 -2.402  0.07
H22 1.613 -0.100 -4.125  0.09
H23 -2.251 -3.700 4.658  0.11
H24 -2.446 2.131 -0.319  0.11
H25 5.560 -1.146 -5.394  0.11
H26 -0.100 5.460 0.991  0.12
H27 1.678 -5.371 4.941  0.12
H28 5.494 -3.149 -3.955  0.11
H29 3.425 3.455 -3.251  0.13
H30 2.918 -4.855 -0.245  0.11
H31 -2.235 4.555 0.067  0.13
H32 1.048 3.329 -3.910  0.12
H33 2.854 0.459 5.967  0.11
H34 -2.989 0.283 0.993  0.06
H35 5.671 0.946 2.780  0.11
H36 -4.681 0.237 0.457  0.10
H37 0.191 -4.654 -1.013  0.04
H38 -1.764 -3.941 -0.071  0.10
H39 -3.383 -4.121 0.495  0.13
H40 4.160 -0.235 1.250  0.09
H41 2.695 0.323 -0.442  0.08
H42 1.556 -4.667 0.822  0.09
H43 -0.677 -5.304 5.681  0.11
H44 1.241 1.428 1.443  0.05

Its charge is +2. Its spin multiplicity is 2. As for the frontier orbital gap (alpha / beta): 7.10 / 7.51 eV. Its expectation value of S² is 0.758.

No. 5
C3H7NO2S | the ωB97M-V functional and the def2-TZVPD basis

Each line ends with the Löwdin charge.
Geometry (Å):
S1 -1.624 -0.836 -0.109  0.86
O1 1.405 -2.004 -0.737  0.14
O2 -2.781 -0.694 1.127  -0.45
N1 -1.604 0.622 -0.880  -0.46
C1 -0.390 1.385 -0.930  -0.17
C2 2.445 -0.578 0.997  0.01
C3 1.883 -1.377 0.115  -0.29
H1 -0.475 2.381 -1.045  0.03
H2 -2.285 -0.991 1.891  -0.01
H3 2.200 -0.699 2.040  0.06
H4 3.349 -0.106 0.847  0.03
H5 -2.287 0.665 -1.620  0.07
H6 0.057 1.325 0.095  0.09
H7 0.107 0.907 -1.792  0.09

Its charge is 0. Its spin multiplicity is 1. The SMILES is C=C=O.CNSO. As for the frontier orbital gap: 9.21 eV.

Copy entry 1 word for word.
C4H9N2O | the ωB97M-V functional and the def2-TZVPD basis

Each line ends with the Löwdin charge.
Geometry (Å):
O1 3.785 1.060 -0.626  -0.05
N1 -0.037 1.153 0.842  0.12
N2 -0.135 -0.380 -0.614  0.14
C1 -2.390 -1.511 -0.020  0.01
C2 0.671 0.592 -0.130  -0.01
C3 -1.279 -0.506 0.101  -0.25
C4 -1.207 0.440 1.081  0.02
H1 4.715 1.078 -0.521  0.03
H2 -1.840 0.610 1.933  0.14
H3 0.141 -1.076 -1.287  0.19
H4 -2.651 -1.715 -1.055  0.09
H5 0.304 1.805 1.542  0.19
H6 1.539 0.734 -0.752  0.13
H7 -3.151 -1.162 0.669  0.09
H8 3.639 1.372 -1.536  0.06
H9 -2.104 -2.494 0.372  0.10

Its charge is +1. Its spin multiplicity is 1. As for the frontier orbital gap: 10.87 eV.

Please write out number 3 again, unchanged.
C4H6NO4P | the ωB97M-V functional and the def2-TZVPD basis

Each line ends with the Löwdin charge.
Geometry (Å):
P1 2.311 1.971 0.834  0.69
O1 -1.770 -2.321 -0.896  0.16
O2 0.789 -2.448 -0.537  0.12
O3 1.972 2.465 -0.515  -0.56
O4 1.831 0.078 0.508  -0.12
N1 0.098 -1.302 -0.175  0.01
C1 -1.283 -1.312 -0.516  -0.39
C2 -1.804 0.050 -0.130  -0.05
C3 -0.604 0.783 0.426  -0.12
C4 0.608 -0.094 0.226  -0.29
H1 -0.526 1.763 0.048  0.10
H2 -0.744 1.019 1.425  0.11
H3 3.647 1.534 0.827  -0.10
H4 -2.164 0.576 -1.146  0.19
H5 0.161 -2.838 -1.117  0.08
H6 -2.521 0.075 0.738  0.15

Its charge is 0. Its spin multiplicity is 1. As for the frontier orbital gap: 7.85 eV.